1.
Here is a cluster of 13 separate species, C49H120B5F20N8O9 in total at a distorted geometry from OMol25. Energies are from ωB97M-V with the def2-TZVPD basis set.

Last columns: bonded neighbours and bond lengths (Å).
Positions of all 211 atoms, in Å:
1 C -7.061 2.581 2.740  O2 1.425, H12 1.090, H13 1.090, H14 1.090
2 O -7.302 1.894 1.516  C1 1.425, C3 1.458
3 C -6.219 2.039 0.550  O2 1.458, C4 1.530, H15 1.090, H16 1.090
4 C -6.527 1.022 -0.551  C3 1.530, N5 1.558, H17 1.090, H18 1.090
5 N -5.967 -0.399 -0.243  C4 1.558, H6 1.010, H7 1.010, C8 1.507
6 H -6.149 -1.090 -0.956  N5 1.010
7 H -4.990 -0.378 0.014  N5 1.010
8 C -6.555 -0.983 1.016  N5 1.507, C9 1.447, H19 1.090, H20 1.090
9 C -6.267 -2.396 1.133  C8 1.447, O10 1.470, H21 1.090, H22 1.090
10 O -6.660 -3.006 -0.146  C9 1.470, C11 1.438
11 C -6.870 -4.420 0.007  O10 1.438, H23 1.090, H24 1.090, H25 1.090
12 H -6.196 3.241 2.673  C1 1.090
13 H -6.755 1.917 3.549  C1 1.090
14 H -7.872 3.214 3.099  C1 1.090
15 H -5.160 1.902 0.769  C3 1.090
16 H -6.307 2.988 0.022  C3 1.090
17 H -5.912 1.320 -1.400  C4 1.090
18 H -7.572 0.943 -0.849  C4 1.090
19 H -7.632 -0.876 0.883  C8 1.090
20 H -6.105 -0.510 1.889  C8 1.090
21 H -6.789 -2.842 1.980  C9 1.090
22 H -5.209 -2.578 1.322  C9 1.090
23 H -7.083 -5.017 -0.880  C11 1.090
24 H -7.761 -4.494 0.630  C11 1.090
25 H -5.973 -4.807 0.490  C11 1.090
26 C -5.956 -4.090 -3.859  O27 1.455, H37 1.090, H38 1.090, H39 1.090
27 O -4.996 -3.693 -4.879  C26 1.455, C28 1.393
28 C -3.690 -3.519 -4.428  O27 1.393, C29 1.547, H40 1.090, H41 1.090
29 C -3.372 -2.066 -4.001  C28 1.547, N30 1.528, H42 1.090, H43 1.090
30 N -4.043 -1.086 -4.963  C29 1.528, H31 1.010, H32 1.010, C33 1.547
31 H -3.506 -1.164 -5.814  N30 1.010
32 H -5.003 -1.361 -5.116  N30 1.010
33 C -3.883 0.396 -4.550  N30 1.547, C34 1.484, H44 1.090, H45 1.090
34 C -4.150 1.318 -5.682  C33 1.484, O35 1.497, H46 1.090, H47 1.090
35 O -5.564 1.263 -6.168  C34 1.497, C36 1.404
36 C -6.596 1.740 -5.346  O35 1.404, H48 1.090, H49 1.090, H50 1.090
37 H -5.777 -4.999 -3.286  C26 1.090
38 H -6.880 -4.364 -4.368  C26 1.090
39 H -6.067 -3.324 -3.091  C26 1.090
40 H -2.983 -3.835 -5.194  C28 1.090
41 H -3.412 -4.107 -3.554  C28 1.090
42 H -2.300 -1.879 -3.943  C29 1.090
43 H -3.740 -1.817 -3.006  C29 1.090
44 H -2.849 0.523 -4.228  C33 1.090
45 H -4.588 0.540 -3.731  C33 1.090
46 H -3.420 1.224 -6.486  C34 1.090
47 H -3.963 2.372 -5.477  C34 1.090
48 H -7.460 1.976 -5.967  C36 1.090
49 H -6.384 2.785 -5.120  C36 1.090
50 H -6.879 1.202 -4.441  C36 1.090
51 C 10.456 -2.483 0.671  O52 1.377, H62 1.090, H63 1.090, H64 1.090
52 O 9.152 -2.070 0.510  C51 1.377, C53 1.424
53 C 8.215 -3.111 0.766  O52 1.424, C54 1.523, H65 1.090, H66 1.090
54 C 6.832 -2.475 0.808  C53 1.523, N55 1.542, H67 1.090, H68 1.090
55 N 6.464 -1.387 -0.220  C54 1.542, H56 1.010, H57 1.010, C58 1.522
56 H 6.527 -1.814 -1.134  N55 1.010
57 H 5.467 -1.241 -0.148  N55 1.010
58 C 7.273 -0.101 -0.299  N55 1.522, C59 1.537, H69 1.090, H70 1.090
59 C 6.477 1.146 -0.714  C58 1.537, O60 1.434, H71 1.090, H72 1.090
60 O 5.714 1.464 0.458  C59 1.434, C61 1.451
61 C 4.492 2.237 0.344  O60 1.451, H73 1.090, H74 1.090, H75 1.090
62 H 10.603 -3.215 -0.123  C51 1.090
63 H 10.620 -2.873 1.675  C51 1.090
64 H 11.145 -1.648 0.544  C51 1.090
65 H 8.452 -3.595 1.714  C53 1.090
66 H 8.208 -3.912 0.027  C53 1.090
67 H 6.797 -2.002 1.790  C54 1.090
68 H 6.077 -3.261 0.834  C54 1.090
69 H 7.964 -0.266 -1.126  C58 1.090
70 H 7.900 -0.086 0.593  C58 1.090
71 H 5.673 0.946 -1.423  C59 1.090
72 H 7.078 1.995 -1.040  C59 1.090
73 H 4.753 3.194 -0.107  C61 1.090
74 H 4.060 2.245 1.345  C61 1.090
75 H 3.821 1.719 -0.342  C61 1.090
76 C 0.808 -1.185 -2.703  C77 1.561, H88 1.090, H89 1.090, H90 1.090
77 C 0.466 -1.309 -4.221  C76 1.561, C78 1.544, H91 1.090, H92 1.090
78 C 1.711 -1.055 -5.098  C77 1.544, C79 1.562, H93 1.090, H94 1.090
79 C 1.436 -1.586 -6.541  C78 1.562, N80 1.546, H95 1.090, H96 1.090
80 N 2.627 -1.532 -7.525  C79 1.546, C81 1.565, C84 1.573, C85 1.541
81 C 2.097 -2.097 -8.885  N80 1.565, C82 1.520, H97 1.090, H98 1.090
82 C 2.652 -3.510 -8.943  C81 1.520, C83 1.509, H99 1.090, H100 1.090
83 C 4.005 -3.411 -8.283  C82 1.509, C84 1.546, H101 1.090, H102 1.090
84 C 3.821 -2.454 -7.082  N80 1.573, C83 1.546, H103 1.090, H104 1.090
85 C 3.198 -0.103 -7.611  N80 1.541, C86 1.508, H105 1.090, H106 1.090
86 C 2.196 0.873 -8.175  C85 1.508, C87 1.496, H107 1.090, H108 1.090
87 C 2.566 2.231 -7.666  C86 1.496, H109 1.090, H110 1.090, H111 1.090
88 H 1.520 -1.935 -2.356  C76 1.090
89 H -0.139 -1.261 -2.169  C76 1.090
90 H 1.176 -0.270 -2.240  C76 1.090
91 H -0.273 -0.518 -4.347  C77 1.090
92 H -0.047 -2.255 -4.392  C77 1.090
93 H 2.592 -1.502 -4.637  C78 1.090
94 H 1.844 0.027 -5.079  C78 1.090
95 H 0.554 -1.206 -7.056  C79 1.090
96 H 1.241 -2.657 -6.602  C79 1.090
97 H 2.581 -1.477 -9.639  C81 1.090
98 H 1.019 -2.126 -9.043  C81 1.090
99 H 2.847 -3.825 -9.968  C82 1.090
100 H 2.029 -4.213 -8.389  C82 1.090
101 H 4.755 -3.083 -9.004  C83 1.090
102 H 4.328 -4.395 -7.944  C83 1.090
103 H 4.743 -1.878 -7.007  C84 1.090
104 H 3.598 -3.039 -6.190  C84 1.090
105 H 4.046 -0.211 -8.288  C85 1.090
106 H 3.667 0.207 -6.678  C85 1.090
107 H 1.224 0.702 -7.714  C86 1.090
108 H 2.019 0.754 -9.244  C86 1.090
109 H 3.522 2.575 -8.061  C87 1.090
110 H 2.711 2.247 -6.586  C87 1.090
111 H 1.836 3.032 -7.779  C87 1.090
112 C 2.354 -5.911 5.296  C113 1.552, H124 1.090, H125 1.090, H126 1.090
113 C 1.682 -5.240 4.068  C112 1.552, C114 1.507, H127 1.090, H128 1.090
114 C 1.003 -3.959 4.478  C113 1.507, C115 1.564, H129 1.090, H130 1.090
115 C 0.304 -3.193 3.307  C114 1.564, N116 1.585, H131 1.090, H132 1.090
116 N -0.570 -1.921 3.668  C115 1.585, C117 1.597, C120 1.585, C121 1.500
117 C -1.373 -1.458 2.366  N116 1.597, C118 1.574, H133 1.090, H134 1.090
118 C -2.720 -2.252 2.547  C117 1.574, C119 1.511, H135 1.090, H136 1.090
119 C -3.113 -2.039 3.991  C118 1.511, C120 1.582, H137 1.090, H138 1.090
120 C -1.719 -2.265 4.704  N116 1.585, C119 1.582, H139 1.090, H140 1.090
121 C 0.266 -0.821 4.252  N116 1.500, C122 1.541, H141 1.090, H142 1.090
122 C 1.508 -0.464 3.413  C121 1.541, C123 1.537, H143 1.090, H144 1.090
123 C 2.220 0.774 3.981  C122 1.537, H145 1.090, H146 1.090, H147 1.090
124 H 3.287 -5.439 5.604  C112 1.090
125 H 2.530 -6.985 5.348  C112 1.090
126 H 1.682 -5.852 6.152  C112 1.090
127 H 0.873 -5.863 3.686  C113 1.090
128 H 2.460 -5.030 3.334  C113 1.090
129 H 1.750 -3.403 5.044  C114 1.090
130 H 0.195 -4.179 5.176  C114 1.090
131 H -0.411 -3.859 2.826  C115 1.090
132 H 1.021 -2.855 2.559  C115 1.090
133 H -1.476 -0.375 2.305  C117 1.090
134 H -0.864 -1.792 1.462  C117 1.090
135 H -3.413 -1.794 1.841  C118 1.090
136 H -2.701 -3.289 2.212  C118 1.090
137 H -3.464 -1.011 4.087  C119 1.090
138 H -3.902 -2.699 4.350  C119 1.090
139 H -1.579 -1.572 5.535  C120 1.090
140 H -1.671 -3.339 4.882  C120 1.090
141 H 0.520 -1.316 5.189  C121 1.090
142 H -0.422 -0.006 4.478  C121 1.090
143 H 1.215 -0.282 2.379  C122 1.090
144 H 2.176 -1.324 3.357  C122 1.090
145 H 1.601 1.672 3.976  C123 1.090
146 H 3.153 0.902 3.432  C123 1.090
147 H 2.516 0.503 4.995  C123 1.090
148 C 4.440 3.025 6.154  C149 1.536, H155 1.090, H156 1.090, H157 1.090
149 C 4.344 3.712 4.783  C148 1.536, O150 1.245, N151 1.544
150 O 5.274 3.469 3.991  C149 1.245
151 N 3.151 4.655 4.518  C149 1.544, H152 1.010, H153 1.010, C154 1.564
152 H 2.713 4.397 3.645  N151 1.010
153 H 2.401 4.551 5.187  N151 1.010
154 C 3.576 6.160 4.501  N151 1.564, H158 1.090, H159 1.090, H160 1.090
155 H 4.617 3.680 7.007  C148 1.090
156 H 5.307 2.381 6.005  C148 1.090
157 H 3.690 2.277 6.411  C148 1.090
158 H 4.013 6.486 5.445  C154 1.090
159 H 2.656 6.731 4.378  C154 1.090
160 H 4.315 6.236 3.704  C154 1.090
161 C -1.442 4.574 -0.726  C162 1.570, H168 1.090, H169 1.090, H170 1.090
162 C -1.037 3.091 -1.047  C161 1.570, O163 1.251, N164 1.557
163 O -1.130 2.565 -2.178  C162 1.251
164 N -0.746 2.186 0.186  C162 1.557, H165 1.010, H166 1.010, C167 1.571
165 H -1.373 2.535 0.896  N164 1.010
166 H -1.080 1.235 0.124  N164 1.010
167 C 0.751 2.386 0.621  N164 1.571, H171 1.090, H172 1.090, H173 1.090
168 H -1.341 5.070 -1.691  C161 1.090
169 H -0.778 5.035 0.006  C161 1.090
170 H -2.478 4.637 -0.395  C161 1.090
171 H 1.080 2.266 1.653  C167 1.090
172 H 1.123 3.362 0.311  C167 1.090
173 H 1.382 1.657 0.111  C167 1.090
174 C -1.600 1.085 7.097  C175 1.464, H181 1.090, H182 1.090, H183 1.090
175 C -2.565 1.578 6.112  C174 1.464, O176 1.251, N177 1.530
176 O -3.475 0.899 5.585  C175 1.251
177 N -2.455 3.007 5.576  C175 1.530, H178 1.010, H179 1.010, C180 1.555
178 H -1.552 3.433 5.730  N177 1.010
179 H -2.658 2.921 4.590  N177 1.010
180 C -3.437 3.969 6.302  N177 1.555, H184 1.090, H185 1.090, H186 1.090
181 H -0.584 1.082 6.702  C174 1.090
182 H -1.841 0.069 7.411  C174 1.090
183 H -1.645 1.688 8.004  C174 1.090
184 H -3.299 3.948 7.383  C180 1.090
185 H -4.462 3.692 6.053  C180 1.090
186 H -3.222 4.973 5.938  C180 1.090
187 B -2.831 3.206 2.572  F188 1.364, F189 1.389, F190 1.382, F191 1.349
188 F -2.266 4.413 2.863  B187 1.364
189 F -3.959 2.864 3.308  B187 1.389
190 F -3.198 3.123 1.242  B187 1.382
191 F -1.874 2.282 2.792  B187 1.349
192 B 0.505 4.499 6.367  F193 1.382, F194 1.364, F195 1.380, F196 1.392
193 F 0.993 5.780 6.195  B192 1.382
194 F -0.632 4.634 7.108  B192 1.364
195 F 0.058 3.977 5.171  B192 1.380
196 F 1.378 3.633 7.019  B192 1.392
197 B -2.854 -0.151 -0.576  F198 1.375, F199 1.378, F200 1.437, F201 1.396
198 F -1.486 -0.278 -0.636  B197 1.375
199 F -3.442 -1.355 -0.896  B197 1.378
200 F -3.117 0.306 0.760  B197 1.437
201 F -3.194 0.776 -1.563  B197 1.396
202 B 2.706 5.419 1.328  F203 1.384, F204 1.400, F205 1.367, F206 1.424
203 F 2.484 5.115 -0.004  B202 1.384
204 F 3.978 4.923 1.636  B202 1.400
205 F 2.651 6.765 1.561  B202 1.367
206 F 1.839 4.702 2.200  B202 1.424
207 B 3.182 -1.709 0.072  F208 1.425, F209 1.385, F210 1.383, F211 1.392
208 F 2.889 -3.101 0.147  B207 1.425
209 F 3.704 -1.416 -1.177  B207 1.385
210 F 2.006 -1.003 0.246  B207 1.383
211 F 4.092 -1.435 1.089  B207 1.392

Orbital gap: 8.45 eV
DFT total energy: -140842.7219 eV
F_max: 5.1 eV Å⁻¹
Total charge: +3

2.
Here is a cluster of 2 separate species, C10H16O in total at a distorted geometry from OMol25. Energies are from ωB97M-V with the def2-TZVPD basis set.

Last columns: bonded neighbours and bond lengths (Å).
Positions of all 27 atoms, in Å:
1 C -3.240 -2.213 -2.834  C2 1.519, H3 1.101, H4 1.087, H5 1.108
2 C -2.007 -2.564 -2.018  C1 1.519, H6 1.080, H7 1.091, H8 1.097
3 H -3.563 -1.161 -2.855  C1 1.101
4 H -3.069 -2.490 -3.871  C1 1.087
5 H -4.145 -2.683 -2.402  C1 1.108
6 H -1.713 -3.577 -2.253  C2 1.080
7 H -2.071 -2.336 -0.953  C2 1.091
8 H -1.251 -1.804 -2.249  C2 1.097
9 C -1.401 1.318 1.694  C10 1.528, C11 1.497, H18 1.091, H19 1.106
10 C -1.322 2.844 1.676  C9 1.528, H20 1.097, H26 1.086, H27 1.082
11 C -0.110 0.719 1.232  C9 1.497, C12 1.398, C13 1.432
12 C 1.149 1.058 1.736  C11 1.398, C14 1.376, H21 1.084
13 C -0.146 -0.215 0.148  C11 1.432, C15 1.366, H22 1.083
14 C 2.264 0.733 0.999  C12 1.376, C16 1.433, H23 1.080
15 C 0.945 -0.671 -0.536  C13 1.366, C16 1.411, H24 1.080
16 C 2.190 -0.151 -0.127  C14 1.433, C15 1.411, O17 1.321
17 O 3.179 -0.403 -0.965  C16 1.321, H25 0.968
18 H -1.766 0.841 2.606  C9 1.091
19 H -2.201 1.048 0.979  C9 1.106
20 H -0.435 3.179 1.124  C10 1.097
21 H 1.245 1.681 2.618  C12 1.084
22 H -1.113 -0.625 -0.118  C13 1.083
23 H 3.193 1.243 1.208  C14 1.080
24 H 0.887 -1.417 -1.316  C15 1.080
25 H 4.047 -0.451 -0.539  O17 0.968
26 H -1.209 3.310 2.651  C10 1.086
27 H -2.140 3.329 1.160  C10 1.082

Orbital gap (spin up / spin down): 10.31 / 6.61 eV
DFT total energy: -12668.2967 eV
Spin multiplicity: 2
Energy relative to the best compared isomer or geometry (same formula, charge and spin): 0.882 eV
F_max: 1.8 eV Å⁻¹
Total charge: +1
⟨S²⟩: 0.767